Entry 1:
# C32H60Cl12O21

11 unconnected molecules or ions with the total composition C32H60Cl12O21 (ωB97M-V with the def2-TZVPD basis set, OMol25).

Computed properties:
LUMO   0.23 eV
Highest occupied orbital energy   -10.406 eV
Net charge   0
HOMO-LUMO gap   10.63 eV

```
125
Properties=species:S:1:pos:R:3:lowdin_charge:R:1
C 6.223 1.259 -4.823 -0.07
C 5.983 2.598 -4.255 -0.20
O 5.301 2.383 -2.991 0.01
C 3.987 2.130 -3.041 -0.59
O 3.256 2.122 -4.058 0.06
O 3.664 1.759 -1.843 0.02
C 2.332 1.308 -1.659 -0.02
H 5.302 0.704 -4.912 0.08
H 7.010 0.722 -4.350 0.07
H 6.597 1.434 -5.869 0.10
H 5.306 3.233 -4.847 0.13
H 6.876 3.157 -4.003 0.12
H 2.074 1.514 -0.632 0.08
H 2.279 0.243 -1.862 0.09
H 1.666 1.779 -2.370 0.07
C 1.958 5.340 -1.978 -0.08
C 2.488 5.641 -0.573 -0.15
O 1.340 5.852 0.332 0.03
C 0.688 4.752 0.657 -0.63
O 0.883 3.625 0.218 0.08
O -0.241 5.177 1.502 -0.01
C -1.035 4.179 2.173 -0.02
H 1.313 6.147 -2.343 0.07
H 1.420 4.414 -1.916 0.02
H 2.813 5.213 -2.658 0.09
H 3.024 6.590 -0.479 0.12
H 3.172 4.894 -0.174 0.12
H -1.711 4.734 2.803 0.10
H -0.415 3.533 2.789 0.09
H -1.599 3.537 1.472 0.07
C 5.278 -1.206 -0.806 -0.03
C 4.026 -1.520 0.001 -0.22
O 3.078 -2.073 -0.907 0.00
C 3.262 -3.346 -1.319 -0.63
O 2.714 -3.726 -2.338 0.10
O 4.059 -4.012 -0.551 0.00
C 4.117 -5.400 -0.952 0.00
H 5.981 -0.612 -0.197 0.09
H 4.897 -0.670 -1.667 0.07
H 5.689 -2.185 -1.098 0.08
H 3.574 -0.612 0.371 0.09
H 4.219 -2.203 0.843 0.12
H 3.171 -5.873 -0.678 0.08
H 4.962 -5.829 -0.427 0.10
H 4.226 -5.466 -2.035 0.10
C 5.692 0.073 4.144 -0.06
C 4.517 0.996 3.732 -0.17
O 3.565 0.213 2.946 0.01
C 2.371 0.778 2.812 -0.61
O 1.934 1.625 3.572 0.11
O 1.753 0.116 1.819 -0.04
C 0.348 0.512 1.639 -0.02
H 6.428 0.640 4.703 0.07
H 6.252 -0.259 3.261 0.07
H 5.374 -0.802 4.717 0.08
H 4.921 1.763 3.073 0.13
H 4.016 1.400 4.593 0.11
H 0.215 1.488 1.127 0.08
H -0.127 0.467 2.645 0.08
H -0.108 -0.278 1.035 0.08
C -7.174 2.320 3.991 -0.07
C -7.152 2.283 2.500 -0.18
O -6.085 3.060 1.842 0.09
C -4.935 2.510 1.721 -0.66
O -4.029 3.029 1.126 0.11
O -4.824 1.349 2.329 -0.01
C -3.662 0.602 2.012 -0.02
H -8.070 1.797 4.304 0.08
H -7.200 3.329 4.409 0.09
H -6.353 1.763 4.454 0.08
H -8.041 2.808 2.160 0.12
H -7.235 1.258 2.147 0.13
H -3.712 0.261 0.952 0.11
H -3.703 -0.298 2.620 0.10
H -2.700 1.130 2.145 0.09
C -4.711 -4.300 -0.551 -0.06
C -4.262 -5.488 0.256 -0.21
O -4.550 -5.341 1.658 0.02
C -5.854 -5.405 2.005 -0.62
O -6.777 -5.499 1.201 0.09
O -5.922 -5.415 3.298 0.02
C -7.277 -5.252 3.872 0.02
H -4.183 -3.378 -0.278 0.08
H -5.756 -4.141 -0.302 0.06
H -4.669 -4.529 -1.613 0.08
H -3.161 -5.522 0.248 0.12
H -4.663 -6.458 -0.044 0.13
H -7.199 -4.490 4.656 0.09
H -7.470 -6.231 4.307 0.10
H -8.011 -4.943 3.158 0.08
C -0.100 -3.031 -0.346 -0.07
C -0.327 -2.009 -1.469 -0.17
O -1.146 -0.989 -0.842 0.00
C -1.041 0.187 -1.451 -0.60
O -0.331 0.384 -2.449 0.07
O -1.765 1.030 -0.765 0.01
C -1.769 2.379 -1.332 -0.03
H -0.970 -3.104 0.306 0.06
H 0.735 -2.698 0.257 0.06
H 0.186 -4.006 -0.775 0.06
H -0.959 -2.391 -2.270 0.11
H 0.633 -1.637 -1.821 0.11
H -2.177 2.317 -2.339 0.09
H -0.782 2.827 -1.337 0.05
H -2.426 2.961 -0.688 0.06
C -3.022 6.006 -0.475 -1.55
Cl -1.661 5.753 -1.548 0.61
Cl -4.512 6.048 -1.413 0.54
Cl -2.889 7.506 0.434 0.55
H -3.055 5.221 0.270 -0.02
C 0.185 2.418 -5.189 -1.52
Cl -1.262 1.445 -5.569 0.52
Cl -0.241 3.855 -4.293 0.58
Cl 1.041 2.799 -6.719 0.51
H 0.868 1.780 -4.640 -0.02
C 0.767 -3.829 3.708 -1.45
Cl -0.301 -4.870 2.664 0.52
Cl 0.172 -2.165 4.008 0.56
Cl 2.443 -3.829 3.099 0.53
H 0.851 -4.301 4.671 0.00
C 0.049 -6.093 -3.338 -1.52
Cl 0.080 -7.181 -4.743 0.52
Cl 0.623 -6.953 -1.936 0.55
Cl -1.604 -5.379 -3.141 0.50
H 0.696 -5.237 -3.483 0.00
```

***

Entry 2:
# C32H62BeCaCl8F5N2O8P

A molecular structure, C32H62BeCaCl8F5N2O8P (ωB97M-V with the def2-TZVPD basis set, OMol25).

Computed properties:
LUMO   -10.65 eV
Highest occupied orbital energy   -12.691 eV
Net charge   +2
HOMO-LUMO gap   2.04 eV

```
120
Properties=species:S:1:pos:R:3:lowdin_charge:R:1
C 7.079 -0.008 1.345 -0.11
C 5.836 0.874 0.796 -0.20
C 4.500 0.006 0.541 -0.29
C 4.308 -0.465 -0.976 -0.18
C 3.837 0.710 -1.970 -0.18
C 3.379 2.068 -1.244 -0.20
C 1.916 2.033 -0.536 -0.19
C 1.920 2.792 0.899 -0.18
C 0.835 3.996 0.916 -0.16
C -0.694 3.553 0.703 -0.17
C -1.468 3.261 2.105 -0.15
C -1.265 1.713 2.477 -0.20
C -2.682 0.993 2.668 -0.21
C -2.553 -0.547 3.180 -0.20
C -3.820 -1.364 2.679 -0.20
C -3.664 -2.372 1.467 -0.20
C -2.305 -2.371 0.633 -0.18
C -2.023 -1.143 -0.360 -0.10
C -2.474 -1.349 -1.892 -0.25
C -2.671 -2.872 -2.438 -0.10
C -3.995 -3.581 -1.905 -0.24
N -4.317 -4.800 -2.329 0.08
C -1.059 -0.992 -2.648 -0.32
O -0.285 -1.790 -3.241 0.07
N -0.861 0.485 -2.492 0.06
C -2.261 1.047 -2.314 -0.17
C -3.344 -0.167 -2.524 -0.35
P -5.042 0.330 -1.766 0.71
O -4.970 0.379 -0.054 -0.40
Cl -6.504 -1.198 -2.160 0.26
C -3.650 -0.040 -4.083 -0.32
F -2.566 0.400 -4.893 0.08
F -4.636 1.021 -4.202 -0.04
C -4.312 -1.306 -4.804 -0.17
F -3.384 -1.929 -5.712 0.02
F -5.442 -0.933 -5.616 0.01
H 7.793 0.722 1.870 0.09
H 6.771 -0.789 2.112 0.01
H 7.656 -0.452 0.450 0.09
H 5.575 1.651 1.592 0.11
H 6.119 1.436 -0.158 0.12
H 3.560 0.544 0.982 0.08
H 4.632 -0.979 1.172 -0.03
H 5.245 -0.942 -1.418 0.13
H 3.491 -1.275 -0.981 0.09
H 4.662 0.949 -2.738 0.12
H 2.940 0.314 -2.564 0.11
H 4.136 2.479 -0.495 0.07
H 3.289 2.864 -2.075 0.12
H 1.582 0.948 -0.384 0.09
H 1.185 2.590 -1.227 0.11
H 1.608 2.053 1.734 0.09
H 2.963 3.210 1.104 0.10
H 0.913 4.503 1.935 0.12
H 1.132 4.699 0.065 0.11
H -1.262 4.422 0.145 0.08
H -0.814 2.627 0.021 0.10
H -0.941 3.876 2.909 0.12
H -2.594 3.485 2.034 0.11
H -0.664 1.113 1.700 0.11
H -0.696 1.647 3.475 0.08
H -3.346 1.074 1.742 0.09
H -3.228 1.572 3.507 0.13
H -1.528 -1.003 2.994 0.09
H -2.643 -0.461 4.332 0.11
H -4.656 -0.593 2.470 0.11
H -4.215 -1.969 3.583 0.12
H -3.791 -3.444 1.884 0.13
H -4.571 -2.227 0.766 0.09
H -1.409 -2.399 1.364 0.10
H -2.256 -3.407 0.125 0.11
H -0.878 -0.957 -0.318 0.12
H -2.471 -0.201 0.138 0.10
H -1.786 -3.470 -1.993 0.13
H -2.535 -2.942 -3.574 0.13
H -4.700 -3.097 -1.145 0.07
H -5.208 -5.028 -1.833 0.05
H -0.292 0.758 -1.674 0.08
H -2.404 1.993 -2.947 0.13
H -2.218 1.480 -1.241 0.10
H -5.637 -0.255 0.312 0.04
H -4.683 -2.132 -4.117 0.13
C 3.547 0.349 3.659 -1.11
O 3.986 1.479 3.464 0.11
O 4.242 -0.674 3.870 -0.14
O 2.320 0.036 3.670 -0.29
O 4.417 4.872 -0.266 -0.06
H 5.227 4.713 -0.766 0.05
H 3.987 5.595 -0.741 0.05
Cl 7.318 -3.303 2.408 0.64
C 6.133 -4.625 2.512 -0.66
C 5.165 -4.618 1.346 -0.56
Cl 4.048 -3.219 1.393 0.64
H 5.613 -4.539 3.468 0.08
H 6.700 -5.556 2.516 0.02
H 4.545 -5.515 1.376 0.04
H 5.688 -4.598 0.388 0.09
Be 1.031 0.145 5.471 1.00
F -0.659 5.454 -1.009 -0.43
C 6.097 -8.617 0.409 -1.50
Cl 5.267 -7.771 -0.906 0.53
Cl 7.833 -8.710 0.092 0.56
Cl 5.790 -7.810 1.957 0.59
H 5.704 -9.630 0.468 0.02
O -3.203 5.495 0.233 0.15
H -4.091 5.789 0.581 0.04
H -2.757 6.213 -0.272 0.17
H -3.288 4.672 -0.309 0.06
Ca 3.152 -1.266 2.293 1.26
Cl -4.859 3.394 -1.513 0.63
C -6.538 3.997 -1.491 -0.57
C -6.607 5.510 -1.574 -0.58
Cl -5.985 6.297 -0.101 0.67
H -7.017 3.619 -0.586 0.09
H -7.044 3.558 -2.352 0.09
H -7.645 5.827 -1.689 0.09
H -6.039 5.893 -2.424 0.09
O 0.936 -4.428 -0.142 -0.08
H 1.103 -4.088 -1.032 0.04
H 0.694 -5.352 -0.286 0.05
```

***

Entry 3:
# C32H62BrN3O13PS5

6 unconnected molecules or ions with the total composition C32H62BrN3O13PS5 (ωB97M-V with the def2-TZVPD basis set, OMol25).

Computed properties:
LUMO   -2.59 eV
Highest occupied orbital energy   -10.885 eV
Net charge   +1
HOMO-LUMO gap   8.29 eV

```
117
Properties=species:S:1:pos:R:3:lowdin_charge:R:1
C -8.658 -3.801 -8.311 -0.07
C -7.309 -3.105 -8.618 -0.23
O -6.664 -2.746 -7.384 -0.15
C -5.334 -3.275 -7.283 -0.07
C -5.026 -3.334 -5.784 -0.12
N -4.132 -2.645 -5.088 0.06
C -3.149 -1.661 -5.567 -0.09
C -3.645 -0.213 -5.525 -0.16
C -3.684 0.443 -4.121 -0.17
C -2.463 0.138 -3.225 -0.25
O -2.342 1.145 -2.220 -0.10
C -4.298 -3.053 -3.775 0.01
C -5.253 -3.985 -3.700 -0.27
P -5.901 -4.943 -2.278 0.73
N -5.151 -4.725 -0.920 -0.29
N -5.721 -4.168 -5.014 0.01
C -6.741 -5.102 -5.442 -0.09
C -6.092 -6.226 -6.293 -0.78
O -4.924 -6.380 -6.326 0.07
Br -7.243 -7.387 -7.353 0.78
H -9.461 -3.499 -8.991 0.08
H -8.586 -4.896 -8.350 0.03
H -8.940 -3.515 -7.287 0.08
H -6.664 -3.695 -9.282 0.12
H -7.565 -2.160 -9.122 0.12
H -5.250 -4.271 -7.743 0.13
H -4.665 -2.604 -7.858 0.10
H -2.231 -1.822 -4.990 0.14
H -2.936 -1.910 -6.608 0.09
H -2.928 0.369 -6.128 0.12
H -4.621 -0.073 -6.014 0.12
H -3.666 1.532 -4.285 0.12
H -4.626 0.259 -3.579 0.12
H -2.643 -0.826 -2.717 0.10
H -1.518 0.142 -3.789 0.13
H -2.696 0.755 -1.413 0.08
H -3.721 -2.658 -2.948 0.13
H -5.827 -6.305 -2.683 0.02
H -7.290 -4.647 -2.198 0.02
H -4.410 -4.038 -1.033 -0.04
H -7.229 -5.589 -4.588 0.12
H -7.517 -4.567 -5.999 0.11
C 1.254 1.454 1.642 -0.22
C 1.039 2.918 2.045 -0.23
C 0.058 3.529 1.035 -0.21
S -0.963 2.177 0.442 0.68
O -0.709 1.971 -0.963 -0.33
O -2.311 2.331 0.943 -0.33
C -0.136 0.890 1.369 -0.23
H 1.766 0.894 2.423 0.09
H 1.862 1.404 0.734 0.12
H 0.612 2.961 3.045 0.11
H 1.972 3.472 2.066 0.10
H -0.578 4.283 1.494 0.10
H 0.577 3.955 0.178 0.10
H -0.123 -0.030 0.788 0.10
H -0.688 0.741 2.297 0.11
C 5.772 3.234 4.900 -0.21
C 5.363 2.820 6.319 -0.22
C 3.837 2.932 6.408 -0.24
S 3.217 2.672 4.747 0.68
O 2.608 3.897 4.286 -0.33
O 2.527 1.403 4.679 -0.33
C 4.817 2.505 3.961 -0.23
H 6.811 2.982 4.689 0.11
H 5.656 4.315 4.783 0.12
H 5.664 1.793 6.498 0.09
H 5.847 3.436 7.074 0.11
H 3.417 2.186 7.065 0.08
H 3.527 3.925 6.727 0.10
H 4.784 2.932 2.961 0.10
H 5.051 1.441 3.908 0.11
C -3.597 1.237 -11.101 -0.21
C -3.333 -0.090 -11.823 -0.21
C -2.379 -0.909 -10.945 -0.21
S -2.676 -0.379 -9.258 0.70
O -1.494 0.268 -8.756 -0.29
O -3.320 -1.455 -8.518 -0.38
C -3.893 0.869 -9.651 -0.22
H -4.424 1.784 -11.549 0.12
H -2.707 1.868 -11.151 0.12
H -4.275 -0.630 -11.947 0.12
H -2.914 0.067 -12.816 0.12
H -2.569 -1.977 -11.024 0.10
H -1.336 -0.700 -11.180 0.11
H -3.795 1.706 -8.962 0.11
H -4.880 0.415 -9.552 0.11
C 8.091 -2.027 7.388 -0.22
C 9.299 -1.660 6.516 -0.21
C 9.356 -0.129 6.433 -0.22
S 8.604 0.482 7.945 0.67
O 7.388 1.183 7.607 -0.33
O 9.617 1.081 8.776 -0.32
C 8.169 -1.118 8.610 -0.22
H 8.101 -3.078 7.671 0.12
H 7.167 -1.834 6.837 0.12
H 10.212 -2.037 6.983 0.12
H 9.232 -2.104 5.524 0.11
H 10.378 0.237 6.370 0.10
H 8.774 0.248 5.593 0.10
H 7.230 -1.045 9.156 0.11
H 8.970 -1.427 9.281 0.11
C 3.875 3.705 12.643 -0.22
C 4.468 4.855 11.820 -0.21
C 5.183 4.235 10.613 -0.21
S 4.339 2.687 10.273 0.69
O 5.250 1.600 10.516 -0.31
O 3.609 2.802 9.029 -0.33
C 3.189 2.785 11.638 -0.23
H 3.175 4.066 13.396 0.12
H 4.676 3.167 13.156 0.12
H 3.663 5.508 11.475 0.12
H 5.152 5.464 12.410 0.12
H 5.126 4.873 9.735 0.10
H 6.223 4.004 10.838 0.11
H 2.995 1.788 12.027 0.11
H 2.266 3.229 11.264 0.11
```

***

Entry 4:
# C32H62GeNO3PdSSi4

A molecular structure, C32H62GeNO3PdSSi4 (ωB97M-V with the def2-TZVPD basis set, OMol25).

Computed properties:
Relative energy (zero: lowest compared OMol25 entry of this formula, charge and spin)   6.0 kcal/mol
LUMO (spin up / spin down)   4.47 / 4.47 eV
2S+1   2
Highest occupied orbital energy (spin up / spin down)   -0.789 / -0.615 eV
Net charge   -2
HOMO-LUMO gap (spin up / spin down)   5.26 / 5.09 eV

```
105
Properties=species:S:1:pos:R:3:lowdin_charge:R:1
Pd -0.253 -0.116 -0.006 0.37
C -2.462 1.744 3.210 -0.03
C -1.644 0.451 3.278 -0.62
C -1.199 0.203 4.716 -0.03
C -2.439 -0.732 2.753 -0.04
O -0.484 0.510 2.429 -0.25
Si 0.868 1.504 2.501 -0.21
S 2.001 1.452 0.827 0.25
O 0.185 2.977 2.891 -0.17
C 0.691 4.141 3.506 -0.67
C 0.631 3.976 5.019 -0.04
C -0.231 5.268 3.056 -0.04
C 2.124 4.419 3.058 -0.05
O 1.658 1.150 3.935 -0.19
C 2.739 0.285 4.240 -0.67
C 4.046 0.984 3.891 -0.05
C 2.592 -1.018 3.474 -0.05
C 2.656 0.026 5.739 -0.04
H -3.500 1.529 3.480 0.08
H -2.435 2.163 2.204 0.08
H -2.064 2.499 3.891 0.06
H -2.080 0.172 5.369 0.09
H -0.532 0.996 5.062 0.07
H -0.668 -0.749 4.798 0.07
H -3.439 -0.756 3.198 0.09
H -1.920 -1.662 2.994 0.05
H -2.521 -0.681 1.666 0.06
H -0.408 3.855 5.343 0.08
H 1.051 4.861 5.512 0.08
H 1.195 3.090 5.325 0.07
H -1.265 5.022 3.315 0.08
H -0.171 5.386 1.971 0.09
H 0.042 6.215 3.536 0.08
H 2.816 3.659 3.443 0.07
H 2.442 5.403 3.421 0.08
H 2.185 4.392 1.967 0.07
H 4.027 1.295 2.843 0.04
H 4.889 0.301 4.045 0.08
H 4.188 1.866 4.526 0.08
H 2.724 -0.852 2.404 0.03
H 1.587 -1.420 3.620 0.06
H 3.325 -1.758 3.820 0.09
H 2.575 0.976 6.275 0.08
H 3.548 -0.504 6.091 0.08
H 1.774 -0.579 5.970 0.08
C 1.884 -0.093 -3.911 -0.09
C 0.868 0.187 -4.798 -0.10
C -0.386 0.516 -4.311 -0.04
C -0.602 0.566 -2.930 -0.23
N 0.370 0.234 -2.087 0.01
C 1.580 -0.067 -2.559 -0.15
C -1.896 0.977 -2.294 -0.22
C -2.868 1.600 -3.082 -0.08
C -4.075 2.002 -2.530 -0.14
C -4.286 1.763 -1.172 -0.13
C -3.298 1.161 -0.407 -0.14
C -2.045 0.747 -0.908 -0.14
H 2.881 -0.359 -4.242 0.10
H 1.041 0.133 -5.868 0.09
H -1.204 0.712 -4.988 0.09
H 2.314 -0.297 -1.797 0.08
H -2.681 1.803 -4.133 0.08
H -4.826 2.492 -3.137 0.08
H -5.227 2.052 -0.711 0.08
H -3.525 0.999 0.642 0.06
C -2.574 -2.927 -1.399 -0.23
Si -0.838 -3.648 -1.457 0.27
C -0.291 -3.300 -3.228 -0.23
C -1.050 -5.538 -1.491 -0.24
Ge 0.508 -2.565 0.270 0.52
Si 2.646 -3.483 -0.443 0.26
C 2.963 -5.348 -0.495 -0.25
C 4.107 -2.851 0.558 -0.25
C 3.134 -2.959 -2.205 -0.24
Si -0.165 -4.242 1.907 0.27
C 0.200 -3.864 3.722 -0.25
C 0.473 -6.030 1.813 -0.25
C -2.046 -4.473 1.972 -0.24
H -3.128 -3.181 -2.314 0.02
H -2.498 -1.838 -1.320 -0.01
H -3.152 -3.271 -0.538 0.00
H -1.089 -3.656 -3.893 0.02
H 0.633 -3.826 -3.491 0.01
H -0.135 -2.230 -3.416 0.01
H -1.657 -5.827 -2.364 0.02
H -1.530 -5.938 -0.592 0.00
H -0.071 -6.025 -1.586 0.00
H 2.996 -5.793 0.500 0.00
H 3.938 -5.509 -0.979 0.01
H 2.200 -5.883 -1.071 0.01
H 4.142 -3.300 1.559 0.02
H 4.066 -1.764 0.683 0.01
H 5.034 -3.109 0.026 0.02
H 2.289 -2.872 -2.891 -0.02
H 3.835 -3.703 -2.605 0.02
H 3.645 -1.988 -2.191 0.01
H 1.274 -3.896 3.943 0.02
H -0.302 -4.642 4.315 0.02
H -0.175 -2.887 4.047 -0.01
H 1.498 -6.094 2.191 0.01
H 0.460 -6.460 0.811 0.00
H -0.166 -6.641 2.467 0.01
H -2.538 -3.638 2.482 0.01
H -2.253 -5.392 2.538 0.02
H -2.509 -4.567 0.988 -0.02
```

***

no.,M (g/mol)
1,1206.25
2,1061.53
3,968.07
4,832.29